1.
Computed, not measured: the molecule C6H12O, with wB97M-V/def2-TZVPD.

XYZ file:
```
19
Properties=species:S:1:pos:R:3:forces:R:3:mulliken_charge:R:1
C -1.34016 -0.81508 1.38418 -0.028 -0.014 -0.008 -1.827
C -0.09395 -0.39202 0.60725 -0.260 0.077 -0.356 1.457
O 1.06291 -1.01290 1.17467 0.032 -0.295 -0.086 -0.599
C -0.20034 -0.74737 -0.90710 -0.009 0.031 0.178 -0.944
C 0.82971 0.16923 -1.56265 0.050 0.095 -0.102 -0.626
C 0.60782 1.49717 -0.83470 -0.036 0.116 0.233 -0.506
C 0.21704 1.12406 0.62103 0.002 0.015 -0.128 -1.091
H -1.57523 -1.86335 1.16011 0.010 0.104 0.063 0.395
H -2.21234 -0.21346 1.10647 0.141 -0.075 -0.022 0.399
H -1.19079 -0.72903 2.46580 0.067 0.081 -0.183 0.392
H 0.94377 -1.96861 1.10214 0.075 0.087 0.045 0.366
H -0.03470 -1.81742 -1.10041 -0.009 0.213 0.153 0.426
H -1.21059 -0.50868 -1.27017 0.147 0.017 0.113 0.319
H 1.83582 -0.22802 -1.39050 -0.107 0.127 0.050 0.277
H 0.70939 0.31895 -2.64041 -0.052 -0.298 0.102 0.368
H -0.22932 2.01763 -1.31549 0.134 -0.006 0.064 0.279
H 1.48085 2.15408 -0.89069 -0.149 -0.044 0.058 0.311
H -0.64117 1.70850 0.97326 0.130 -0.138 -0.095 0.269
H 1.04129 1.30632 1.31721 -0.136 -0.094 -0.080 0.336
```
Forces are in eV/Å.

Its spin multiplicity is 1. For the maximum force, the calculation gives 0.4 eV/Å. Its SMILES is CC1(O)CCCC1. The orbital gap is 11.07 eV. As for the energy above the lowest of the compared OMol25 structures with the same formula, charge and spin: 0.0534 eV.

2.
Computed, not measured: the molecule C6H12O, with wB97M-V/def2-TZVPD.

XYZ file:
```
19
Properties=species:S:1:pos:R:3:forces:R:3:mulliken_charge:R:1
C 2.74094 -0.65853 -0.05104 0.243 -0.159 0.089 -0.622
O 1.56666 -0.05922 -0.61086 -0.117 0.421 0.214 -0.066
C 1.18343 1.07258 -0.07070 -0.233 -0.335 -0.364 -0.602
C -0.14566 1.41529 -0.69614 0.049 0.085 0.018 -0.212
C -1.24544 1.16938 0.36161 -0.081 0.029 0.083 -0.721
C -1.24728 -0.25369 0.92967 0.016 -0.025 0.039 -0.320
C -1.45875 -1.32498 -0.13886 -0.013 -0.044 -0.045 -1.113
H 2.42202 -1.40704 0.67967 0.078 0.092 -0.107 0.270
H 3.34811 0.10816 0.43365 -0.086 -0.104 -0.081 0.344
H 3.27681 -1.14663 -0.86729 -0.043 0.089 0.116 0.254
H -0.29993 -0.43717 1.45574 -0.144 0.030 -0.076 0.229
H -0.14494 2.48278 -0.94421 0.022 -0.129 0.022 0.332
H -0.34854 0.83530 -1.60831 0.061 0.078 0.142 0.284
H -2.22099 1.37208 -0.10013 0.161 0.004 0.041 0.353
H -1.12705 1.88802 1.18072 0.037 -0.102 -0.118 0.329
H -2.03397 -0.32548 1.69143 0.094 -0.003 -0.126 0.355
H -2.39777 -1.15501 -0.67975 0.117 -0.034 0.075 0.316
H -0.64588 -1.31905 -0.87241 -0.142 -0.023 0.117 0.254
H -1.50019 -2.32641 0.30138 -0.020 0.130 -0.037 0.337
```
Forces are in eV/Å.

Its spin multiplicity is 1. For the maximum force, the calculation gives 0.5 eV/Å. The orbital gap is 9.41 eV. As for the energy above the lowest of the compared OMol25 structures with the same formula, charge and spin: 2.9705 eV.

3.
Computed, not measured: the molecule C6H12O, with wB97M-V/def2-TZVPD.

XYZ file:
```
19
Properties=species:S:1:pos:R:3:forces:R:3:mulliken_charge:R:1
C -1.72610 -1.02343 -0.36971 0.013 -0.074 0.068 -1.500
C -0.43971 -0.23063 -0.60409 0.062 -0.295 -0.023 1.178
C 0.45782 -0.84774 -1.65577 0.010 0.103 -0.103 -1.614
O -0.70534 1.17249 -0.55038 -0.129 0.188 -0.080 -0.600
C 0.19210 0.63293 0.42284 0.160 -0.078 0.218 1.257
C -0.20566 0.44902 1.87099 -0.108 0.071 0.018 -1.557
C 1.58904 1.22869 0.24482 0.070 -0.055 0.007 -1.561
H -2.56240 -0.36647 -0.63655 0.140 -0.167 0.079 0.331
H -1.87890 -1.35079 0.66264 0.105 0.032 -0.135 0.336
H -1.77572 -1.90576 -1.01768 0.087 0.124 0.166 0.358
H 0.89595 -1.74526 -1.19371 -0.065 0.147 -0.183 0.337
H 1.27785 -0.19408 -1.95755 -0.155 -0.015 0.005 0.428
H -0.09173 -1.17120 -2.54499 0.023 0.132 0.085 0.418
H 0.39908 -0.38549 2.25454 -0.145 0.158 0.013 0.314
H 0.02379 1.32353 2.48769 -0.087 -0.026 -0.155 0.415
H -1.25882 0.19082 1.99636 0.127 0.097 -0.044 0.418
H 1.51171 2.04857 -0.47752 0.081 -0.208 0.092 0.378
H 2.34183 0.52319 -0.11803 -0.123 -0.009 0.080 0.306
H 1.95523 1.65163 1.18609 -0.066 -0.123 -0.107 0.359
```
Forces are in eV/Å.

Its spin multiplicity is 1. For the maximum force, the calculation gives 0.3 eV/Å. Its SMILES is CC1(C)OC1(C)C. The orbital gap is 10.86 eV. As for the energy above the lowest of the compared OMol25 structures with the same formula, charge and spin: 1.2127 eV.

4.
Computed, not measured: a cluster of 2 separate species, C6H12O in total, with wB97M-V/def2-TZVPD.

XYZ file:
```
19
Properties=species:S:1:pos:R:3:forces:R:3:mulliken_charge:R:1
C -0.99074 -0.14497 -2.52902 -0.055 0.015 0.055 -1.231
C 0.18903 0.14622 -1.62138 0.077 -0.122 -0.217 -0.262
O -0.23339 0.82861 -0.45119 0.034 0.022 0.088 -0.393
C 0.88669 1.13305 0.35103 0.461 0.258 -0.228 0.139
C 0.76904 1.65043 1.72398 0.472 -0.062 -0.006 -0.310
C 1.24088 0.44514 1.61198 0.372 0.332 0.046 -0.817
H -1.47283 0.78305 -2.85150 0.056 -0.122 0.079 0.285
H -1.73351 -0.76389 -2.01676 0.080 0.088 -0.061 0.288
H -0.64976 -0.68380 -3.42233 -0.050 0.112 0.201 0.382
H 0.92641 0.76392 -2.16174 -0.095 -0.105 0.113 0.422
H 0.69599 -0.79186 -1.34107 -0.070 0.103 -0.028 0.313
H 1.71992 1.44018 -0.28013 -0.021 0.238 -0.155 0.279
H 0.64740 2.49271 2.38336 -0.263 0.020 -0.133 0.384
H 1.71290 -0.40941 2.06775 -0.073 0.141 -0.021 0.467
C -0.74318 -1.39175 1.70124 -0.195 -0.110 0.078 -0.877
H -0.45430 -0.49844 2.25531 -0.353 -0.459 -0.130 0.234
H -0.86378 -1.12366 0.64314 -0.008 -0.115 0.449 0.091
H 0.04254 -2.15183 1.81319 -0.356 0.100 0.016 0.248
H -1.68930 -1.72371 2.12416 -0.012 -0.335 -0.146 0.359
```
Forces are in eV/Å.

Its spin multiplicity is 1. For the maximum force, the calculation gives 0.6 eV/Å. Its SMILES is CCOC1C=C1.C. The orbital gap is 10.58 eV. As for the energy above the lowest of the compared OMol25 structures with the same formula, charge and spin: 3.7399 eV.

5.
Computed, not measured: a cluster of 2 separate species, C6H12O in total at a distorted geometry, with wB97M-V/def2-TZVPD.

XYZ file:
```
19
Properties=species:S:1:pos:R:3:forces:R:3:mulliken_charge:R:1
C 2.90743 -0.00828 -1.05352 -0.882 1.319 -2.785 -1.068
C 1.49747 0.10807 -0.56850 -0.065 -3.055 4.490 -0.310
C 1.03943 -0.57476 0.60318 -1.178 3.462 -5.070 -0.354
C -0.38501 -0.95264 0.56903 0.154 -0.640 0.843 -0.377
C -0.87440 -2.09454 1.07150 1.391 0.421 2.257 0.037
C -2.12766 -2.77927 0.80499 -1.615 -1.680 -1.303 -1.042
H 2.94694 0.20790 -2.17414 -0.162 0.076 1.348 0.284
H 3.12004 -1.02271 -1.04116 0.832 -2.011 0.310 0.328
H 3.71609 0.53297 -0.64628 0.621 0.790 0.970 0.334
H 0.76727 0.21994 -1.30599 -1.113 0.517 -1.052 0.252
H 1.64076 -0.74975 1.41728 1.486 -0.887 1.628 0.482
H -1.07731 -0.30056 0.06894 0.024 0.027 -1.012 0.397
H -0.41746 -2.54867 2.03135 0.354 0.466 -2.109 0.188
H -3.00288 -2.24040 0.40109 0.258 0.480 0.945 0.330
H -2.11710 -3.55143 -0.02205 0.910 0.495 0.691 0.242
H -2.28828 -3.38938 1.69705 -1.014 0.223 -0.152 0.276
O -2.16734 6.28800 -0.49827 0.827 -0.167 -0.681 -0.641
H -1.62324 5.92121 -1.22372 -0.628 0.055 0.434 0.322
H -1.55475 6.93431 -0.13078 -0.199 0.111 0.247 0.319
```
Forces are in eV/Å.

Its spin multiplicity is 1. For the maximum force, the calculation gives 6.3 eV/Å. Its SMILES is C/C=C/C=C/C.O. The orbital gap is 8.83 eV. As for the energy above the lowest of the compared OMol25 structures with the same formula, charge and spin: 3.1980 eV.

6.
Computed, not measured: the molecule C6H12O, with wB97M-V/def2-TZVPD.

XYZ file:
```
19
Properties=species:S:1:pos:R:3:forces:R:3:mulliken_charge:R:1
C -2.69311 0.29143 -0.29042 -0.039 -0.036 -0.014 -1.285
C -1.25759 0.51212 0.16990 0.034 0.034 0.024 -0.264
C -0.36534 -0.73526 0.16223 0.027 0.010 -0.028 -0.667
C 0.98156 -0.35432 0.74020 -0.115 0.064 0.075 -0.047
C 2.30689 -0.92134 0.29644 0.095 -0.157 0.021 -0.805
C 1.92734 0.46552 -0.10204 0.128 0.038 0.266 -0.044
O 1.65392 0.61671 -1.46759 -0.118 0.200 -0.080 -0.528
H -2.72227 -0.14444 -1.29605 -0.015 0.039 0.156 0.320
H -3.22551 -0.38181 0.39133 0.070 0.059 -0.136 0.312
H -3.24163 1.23960 -0.31953 0.054 -0.167 0.002 0.355
H -1.25430 0.93102 1.18614 -0.034 -0.036 -0.156 0.291
H -0.78562 1.27294 -0.46880 -0.121 -0.084 0.133 0.196
H -0.24834 -1.11211 -0.86201 -0.016 0.081 0.167 0.273
H -0.83021 -1.54167 0.74941 0.114 0.174 -0.090 0.359
H 0.93207 -0.06102 1.78974 0.045 -0.015 -0.186 0.375
H 2.30998 -1.64725 -0.51209 -0.068 0.095 0.111 0.258
H 3.08588 -1.06276 1.04133 -0.152 0.036 -0.146 0.256
H 2.42994 1.31570 0.36208 -0.020 -0.205 -0.106 0.302
H 0.99636 1.31694 -1.57027 0.128 -0.129 -0.012 0.343
```
Forces are in eV/Å.

Its spin multiplicity is 1. For the maximum force, the calculation gives 0.3 eV/Å. Its SMILES is CCC[C@H]1C[C@H]1O. The orbital gap is 10.54 eV. As for the energy above the lowest of the compared OMol25 structures with the same formula, charge and spin: 1.2131 eV.

7.
Computed, not measured: the molecule C6H12O at a distorted geometry, with wB97M-V/def2-TZVPD.

XYZ file:
```
19
Properties=species:S:1:pos:R:3:forces:R:3:mulliken_charge:R:1
C 0.50437 -0.39852 -1.38717 2.701 0.389 0.626 -1.442
C -1.50207 -0.45811 -0.26820 -1.444 3.731 3.890 -0.115
C -2.50191 0.65384 -0.03834 -4.894 -0.009 -3.166 -1.085
O -0.71057 -0.00581 0.75367 -0.705 -1.096 -0.951 -0.287
C 0.56265 -0.15123 0.24219 0.839 -1.540 -2.284 1.649
C 1.09919 -1.39739 0.84217 1.408 -0.492 0.308 -1.537
C 1.28058 1.08698 0.61782 1.202 0.909 -0.242 -1.637
H 0.14672 0.37486 -2.08240 -0.406 0.095 0.773 0.377
H 0.12694 -1.36562 -1.73401 0.095 0.326 0.532 0.399
H 1.59718 -0.39824 -1.58888 -0.212 -0.112 -0.218 0.443
H -2.43059 1.52008 -0.75275 0.784 -1.037 -0.030 0.296
H -2.97170 1.23000 0.78752 1.530 -1.021 0.858 0.359
H -3.38506 0.15686 -0.46647 -0.712 0.462 -0.188 0.363
H 2.11462 -1.56092 0.46386 -0.047 -0.219 0.234 0.361
H 1.13888 -1.25671 1.93108 -0.033 -0.327 -0.203 0.372
H 0.48350 -2.25831 0.56433 0.005 0.179 0.177 0.387
H 1.29997 1.26473 1.70257 -0.042 -0.321 -0.257 0.363
H 0.83706 1.97933 0.16231 0.009 -0.212 -0.047 0.360
H 2.31025 0.98415 0.25069 -0.079 0.296 0.191 0.372
```
Forces are in eV/Å.

Its spin multiplicity is 1. For the maximum force, the calculation gives 5.8 eV/Å. The orbital gap is 9.24 eV. As for the energy above the lowest of the compared OMol25 structures with the same formula, charge and spin: 5.4143 eV.

8.
Computed, not measured: the molecule C6H12O, with wB97M-V/def2-TZVPD.

XYZ file:
```
19
Properties=species:S:1:pos:R:3:forces:R:3:mulliken_charge:R:1
C -1.71302 0.65612 0.24273 0.030 -0.002 0.061 -1.414
C -0.46236 0.78089 -0.62648 -0.058 0.232 0.146 0.244
O -0.57367 -0.05471 -1.77162 0.050 0.062 -0.004 -0.472
C -0.08807 -1.34902 -1.42740 0.076 -0.309 -0.002 -0.458
C 0.73131 -1.20011 -0.13093 0.009 -0.085 0.029 -0.819
C 0.84450 0.31867 0.03559 0.039 0.024 0.002 0.443
C 1.10211 0.79587 1.46001 -0.032 0.001 0.061 -1.577
H -1.80521 -0.35343 0.66292 0.013 0.165 -0.054 0.281
H -1.69737 1.37142 1.07208 -0.002 -0.090 -0.111 0.356
H -2.60337 0.84984 -0.36557 0.191 -0.015 0.091 0.366
H -0.36787 1.80735 -0.99214 -0.070 -0.044 -0.013 0.404
H -0.93006 -2.04133 -1.29666 0.108 0.062 -0.018 0.263
H 0.51718 -1.70579 -2.26630 -0.062 0.021 0.095 0.307
H 0.20227 -1.63750 0.72415 0.060 0.064 -0.116 0.278
H 1.70887 -1.68551 -0.19273 -0.117 0.049 -0.015 0.387
H 1.66310 0.67359 -0.60625 -0.153 -0.043 0.066 0.298
H 2.03186 0.36599 1.85139 -0.143 0.071 -0.090 0.404
H 1.19902 1.88773 1.50686 -0.044 -0.180 -0.023 0.354
H 0.29286 0.49875 2.13688 0.105 0.019 -0.106 0.355
```
Forces are in eV/Å.

Its spin multiplicity is 1. For the maximum force, the calculation gives 0.3 eV/Å. Its SMILES is C[C@@H]1OCC[C@@H]1C. The orbital gap is 10.61 eV. As for the energy above the lowest of the compared OMol25 structures with the same formula, charge and spin: 0.3766 eV.

9.
Computed, not measured: the molecule C6H12O at a distorted geometry, with wB97M-V/def2-TZVPD.

XYZ file:
```
19
Properties=species:S:1:pos:R:3:forces:R:3:mulliken_charge:R:1
C -1.56558 -0.96180 1.08892 0.906 -0.089 -0.340 -0.848
C -1.15494 -0.04111 0.20172 0.779 0.376 0.345 0.774
C -1.48482 1.42863 0.39591 0.068 -1.000 1.183 -1.259
C -0.29067 -0.35864 -1.00803 -1.655 -0.818 -0.840 -1.055
C 1.09825 0.26385 -1.03551 0.439 1.226 0.836 -0.484
C 1.97534 -0.09431 0.15013 -0.563 -0.352 1.104 -0.561
O 2.17155 -1.50203 0.27453 0.298 0.189 -0.208 -0.547
H -1.65215 -2.01337 0.81285 0.648 0.077 0.188 0.329
H -1.57505 -0.71858 2.14883 -1.252 0.180 -0.163 0.248
H -1.94552 1.53540 1.39314 -0.028 0.160 -0.495 0.374
H -2.21657 1.65987 -0.37811 0.052 0.376 0.033 0.288
H -0.62643 2.08432 0.36734 0.181 0.262 -0.337 0.317
H -0.84321 -0.02700 -1.89297 0.190 0.212 -0.201 0.357
H -0.28016 -1.45175 -1.13827 0.339 0.158 0.137 0.455
H 1.00113 1.36436 -0.96025 -0.088 -0.332 -0.313 0.281
H 1.64801 0.06940 -1.95124 -0.242 -0.273 -0.263 0.327
H 2.94868 0.40531 0.16674 -0.030 -0.311 -0.496 0.384
H 1.49632 0.25959 1.08330 -0.073 0.001 -0.268 0.254
H 1.29581 -1.90215 0.28097 0.033 -0.042 0.098 0.364
```
Forces are in eV/Å.

Its spin multiplicity is 1. For the maximum force, the calculation gives 2.0 eV/Å. Its SMILES is C=C(C)CCCO. The orbital gap is 10.02 eV. As for the energy above the lowest of the compared OMol25 structures with the same formula, charge and spin: 1.5827 eV.

10.
Computed, not measured: the molecule C6H12O at a distorted geometry, with wB97M-V/def2-TZVPD.

XYZ file:
```
19
Properties=species:S:1:pos:R:3:forces:R:3:mulliken_charge:R:1
C 1.40149 1.04505 -0.84871 0.197 -0.180 -0.268 -1.497
C 0.26515 -0.02380 -0.89714 -0.244 1.492 0.895 0.982
C 0.89377 -1.33148 -0.74964 0.526 -0.646 -0.815 -1.414
C -1.23831 -1.85732 0.88315 0.229 0.234 -0.095 -0.791
O -1.08210 -0.48973 1.20463 -0.527 -1.448 1.356 -0.365
C -0.64792 0.34153 0.28661 0.197 1.381 -1.328 0.379
C -0.88151 1.75520 0.71711 -0.013 -0.008 -0.306 -1.424
H 2.04972 0.91155 -1.71520 0.043 0.079 -0.005 0.391
H 1.04877 2.08086 -0.83467 -0.041 -0.273 -0.068 0.350
H 2.00316 0.87441 0.05169 -0.095 0.097 -0.113 0.389
H -0.28749 0.12213 -1.84191 0.135 -0.285 0.154 0.248
H 1.78974 -1.42669 -0.14986 -0.105 -0.024 0.081 0.378
H 0.66418 -2.13140 -1.44791 0.081 0.030 0.211 0.411
H -0.23373 -2.30506 0.76876 -0.499 -0.198 0.322 0.350
H -1.84176 -2.26921 1.68934 0.172 -0.233 -0.100 0.252
H -1.74305 -1.95288 -0.07816 -0.198 -0.143 -0.008 0.332
H -0.03122 2.21352 1.23535 0.019 0.026 0.022 0.293
H -1.11434 2.37819 -0.15389 0.027 0.061 0.157 0.358
H -1.73691 1.76913 1.39646 0.095 0.037 -0.092 0.379
```
Forces are in eV/Å.

Its spin multiplicity is 1. For the maximum force, the calculation gives 2.1 eV/Å. The orbital gap (spin up / spin down) is 8.76 / 6.47 eV. As for the energy above the lowest of the compared OMol25 structures with the same formula, charge and spin: 4.5262 eV.